(1)
Formula: C45H29Br2Cl4N6O5S2W
Source: OMol25
Level of theory: wB97M-V/def2-TZVPD

The geometry in XYZ format:
```
94
Properties=species:S:1:pos:R:3:forces:R:3
W -1.520 0.342 -0.479 -0.8319 -0.8704 0.2655
Cl -3.759 4.967 -5.002 -0.0061 -0.0233 0.0095
C -3.630 3.577 -3.998 0.0496 0.0503 0.0014
C -4.647 2.622 -3.988 -0.0567 -0.0552 0.0046
Cl -6.041 2.823 -4.974 0.0127 0.0068 0.0019
C -4.544 1.492 -3.172 -0.0331 0.0482 0.0238
Cl -5.765 0.280 -3.102 0.0149 0.0280 -0.0110
C -3.423 1.346 -2.376 0.0574 -0.1396 -0.0692
O -3.190 0.305 -1.564 -0.2428 0.0713 -0.1089
C -2.415 2.300 -2.379 0.2479 -0.0060 0.0088
O -1.393 2.018 -1.560 0.0412 0.3437 -0.2672
C -2.501 3.417 -3.191 -0.0254 0.0484 0.0037
Cl -1.215 4.559 -3.163 -0.0387 -0.0215 -0.0133
O -4.823 -6.533 -1.305 0.0282 -0.0593 0.1336
N -3.776 -6.016 -1.619 -0.1153 0.2749 -0.3633
O -2.958 -6.501 -2.376 0.0695 -0.0287 0.1476
C -3.483 -4.673 -1.061 0.0697 -0.1447 -0.0239
C -4.044 -4.397 0.129 0.0595 0.1227 0.0776
C -3.775 -3.157 0.806 -0.0075 -0.1626 -0.1673
C -4.281 -2.864 2.061 0.0294 0.1629 0.1324
C -3.880 -1.660 2.674 -0.0732 -0.1665 -0.0366
C -3.064 -0.794 2.010 0.0739 0.0164 -0.0787
N -2.616 -1.018 0.733 0.2630 0.1390 -0.1510
C -2.926 -2.236 0.163 -0.0986 0.0439 0.1666
C -2.354 -2.532 -1.082 0.0919 0.0166 -0.1668
N -1.561 -1.560 -1.634 -0.1047 0.1030 0.0171
C -1.130 -1.726 -2.881 0.0151 -0.0283 -0.0604
C -1.387 -2.866 -3.621 -0.0374 0.0106 0.0746
C -2.125 -3.893 -3.055 0.0274 -0.0078 -0.0011
C -2.624 -3.748 -1.765 -0.0793 -0.0032 0.0991
H -4.692 -5.127 0.593 -0.0005 -0.0051 -0.0041
H -4.938 -3.561 2.562 -0.0051 0.0061 0.0162
H -4.193 -1.415 3.679 -0.0104 -0.0040 0.0034
H -2.722 0.114 2.486 -0.0007 -0.0003 -0.0169
H -0.570 -0.910 -3.317 -0.0073 -0.0147 0.0348
H -1.023 -2.935 -4.634 0.0047 -0.0071 -0.0091
H -2.322 -4.792 -3.615 -0.0100 -0.0337 -0.0185
S 0.097 -1.398 0.904 -0.0260 -0.2381 0.0470
C 1.655 -1.301 0.353 0.3189 0.3716 -0.4170
N 2.712 -1.740 1.012 0.0660 -0.0580 0.0948
C 4.070 -1.483 0.524 -0.0894 -0.0342 0.0319
C 4.089 -1.687 -0.961 -0.1083 0.0362 -0.0418
N 3.077 -0.817 -1.569 0.0235 -0.0400 -0.1355
C 3.499 -0.171 -2.830 -0.0641 -0.0213 0.0714
C 4.540 0.882 -2.545 -0.0168 0.0136 -0.0357
C 5.828 0.749 -3.046 0.0166 0.0194 0.0007
C 6.790 1.712 -2.769 -0.0140 -0.0183 -0.0034
C 6.466 2.806 -1.983 -0.0087 0.0181 0.0093
C 5.177 2.943 -1.479 0.0240 -0.0085 -0.0095
C 4.216 1.987 -1.760 0.0000 0.0053 0.0067
C 1.914 -0.603 -0.989 0.1735 -0.2218 0.4719
S 0.784 0.461 -1.618 -0.0539 0.1291 -0.1105
C 2.629 -2.338 2.358 -0.0331 -0.0042 -0.0618
C 3.285 -1.442 3.374 0.0118 -0.0083 0.0490
C 2.721 -0.202 3.669 0.0179 -0.0351 -0.0108
C 3.332 0.636 4.586 0.0239 -0.0254 0.0282
C 4.505 0.241 5.218 0.0011 -0.0013 0.0064
C 5.068 -0.992 4.930 -0.0124 -0.0029 -0.0161
C 4.459 -1.831 4.005 0.0007 0.0107 0.0326
H 4.746 -2.176 1.021 -0.0109 -0.0170 -0.0100
H 4.370 -0.466 0.791 0.0250 0.0074 -0.0147
H 3.874 -2.725 -1.229 0.0266 -0.0038 0.0228
H 5.057 -1.408 -1.371 -0.0087 0.0244 0.0119
H 2.621 0.244 -3.317 -0.0100 -0.0013 0.0164
H 3.907 -0.958 -3.467 0.0122 0.0062 0.0058
H 6.081 -0.104 -3.665 0.0017 -0.0066 -0.0057
H 7.790 1.607 -3.168 0.0063 -0.0030 -0.0030
H 7.213 3.558 -1.768 0.0035 0.0039 0.0021
H 4.919 3.803 -0.875 -0.0015 0.0047 0.0064
H 3.208 2.108 -1.377 0.0007 -0.0019 -0.0009
H 3.131 -3.306 2.311 -0.0039 0.0131 0.0105
H 1.580 -2.508 2.584 0.0136 0.0070 0.0038
H 1.804 0.108 3.178 0.0107 -0.0233 0.0091
H 2.888 1.597 4.813 0.0105 -0.0216 0.0156
H 4.977 0.895 5.939 0.0033 0.0064 0.0042
H 5.978 -1.304 5.424 0.0097 -0.0016 0.0025
H 4.895 -2.799 3.785 0.0031 -0.0072 -0.0052
Br 1.628 2.991 2.526 -0.0509 0.0884 -0.0674
C -0.241 3.175 2.422 -0.0564 0.1614 0.0783
C -0.903 4.136 3.219 0.0544 -0.0470 -0.0619
C -2.260 4.283 3.166 -0.0313 -0.0404 -0.0229
Br -3.098 5.568 4.262 -0.0051 0.0099 0.0088
C -3.042 3.475 2.297 -0.0515 0.0859 0.0320
C -4.448 3.498 2.158 0.0373 0.0407 0.0473
C -5.057 2.633 1.293 0.0670 -0.0927 -0.0977
C -4.281 1.739 0.531 -0.0378 0.1842 0.0451
N -2.969 1.718 0.624 0.0795 -0.1462 0.0175
C -2.351 2.552 1.503 -0.0311 0.0018 -0.0852
C -0.953 2.374 1.569 -0.0375 -0.1043 -0.0838
O -0.453 1.415 0.815 0.3563 0.2830 0.4295
H -0.319 4.758 3.882 0.0099 -0.0011 -0.0011
H -5.031 4.194 2.746 0.0060 0.0079 0.0013
H -6.131 2.623 1.174 -0.0081 -0.0004 -0.0018
H -4.731 1.037 -0.157 -0.0145 -0.0137 0.0275
```
Positions in Å, forces in eV/Å.

Its relative energy (zero: lowest compared OMol25 entry of this formula, charge and spin) is 106.26 kJ/mol. Its expectation value of S² is 2.04. As for the spin multiplicity: 3. Its net charge is +1. The calculation puts the highest occupied orbital energy (alpha / beta) at -0.3033 / -0.3729 hartree.

Löwdin population analysis, charges in e, atoms 1 to 2:
1. W 1.612
2. Cl 0.697

(2)
Formula: C5H36O16
Source: OMol25
Level of theory: wB97M-V/def2-TZVPD

The geometry in XYZ format:
```
57
Properties=species:S:1:pos:R:3:forces:R:3
O -0.803 -0.933 1.452 -0.1491 -0.0381 -0.2903
C 0.147 -0.672 2.149 0.1359 -0.1531 -0.0914
O 1.308 -1.330 2.076 0.5607 0.4992 0.7341
C 0.246 0.408 3.220 -0.6922 -1.2454 -0.9967
C -1.071 0.508 3.987 -0.3827 0.2983 0.1686
C -2.374 1.059 3.285 2.5708 -0.9271 0.1228
C -2.210 2.541 3.013 -0.5810 0.6919 -0.1604
O -1.674 2.832 1.704 0.4451 0.9824 1.5279
H 1.423 -2.121 1.526 -0.3218 0.0242 -0.5762
H 0.535 1.296 2.656 0.1241 0.2806 0.4056
H 1.056 0.026 3.835 0.0725 0.6317 0.3358
H -1.356 -0.470 4.380 0.3631 -0.1863 -0.1128
H -0.883 1.114 4.877 -0.0839 0.1024 0.0034
H -3.084 0.640 3.991 -0.9704 0.9528 -0.3407
H -2.426 0.534 2.330 -0.5410 -0.0883 0.0736
H -1.486 2.967 3.714 -0.1443 0.0305 0.0679
H -3.117 3.147 3.071 -0.1600 -0.3338 0.2835
H -1.780 2.120 1.109 -0.5393 -1.4438 -1.1543
H 1.479 -3.499 4.626 0.4594 0.4235 0.0433
H 1.627 -2.455 3.584 0.2527 0.3643 0.0280
O 2.058 -2.748 4.393 -0.4436 -0.7105 0.2902
H 0.054 -4.372 2.562 0.0347 0.2398 0.4080
H -0.809 -4.888 3.678 -0.0789 0.0975 0.2216
O -0.204 -4.165 3.477 -0.0959 -0.4606 -0.6884
H 2.081 1.220 -4.841 -0.3010 -0.6659 -0.2319
H 0.761 1.312 -5.662 0.4886 -0.1889 0.2702
O 1.594 1.761 -5.466 0.2864 1.2132 -0.7871
H 0.831 4.452 1.202 -0.1261 -0.5104 0.1663
H 0.002 3.225 1.789 0.5167 0.6460 -0.8737
O 0.831 3.484 1.293 -0.2563 0.1777 0.4777
H 1.285 -3.159 -0.175 -0.3806 -0.1633 -0.8331
H 2.697 -3.765 -0.046 -0.2956 0.3108 0.2653
O 2.080 -3.131 0.354 0.4647 -0.3503 -0.0026
H 2.189 -0.968 -5.412 -0.6546 0.1700 0.8854
H 0.858 -1.183 -4.529 0.6983 0.3168 -0.2126
O 1.700 -0.653 -4.620 0.4520 -0.9734 -0.2846
H -1.203 -0.940 -4.246 0.1550 0.5421 0.6350
H -1.018 -2.048 -5.275 0.5302 -0.0952 1.0066
O -0.667 -1.761 -4.398 -1.0606 -0.5157 -1.6644
H 0.498 2.666 -0.185 0.6554 -0.4634 -0.1163
H 1.149 1.306 -0.803 0.5286 0.1115 0.3595
O 0.470 1.987 -0.904 -0.7444 0.2898 -0.1062
H 2.586 -0.522 -0.504 -0.0526 -0.3324 -0.4523
H 2.401 -0.020 -2.010 -0.0266 -0.7011 -0.1218
O 2.657 0.217 -1.116 -0.0396 0.7827 0.4855
H 0.869 2.453 -4.021 0.6980 0.1404 -0.9805
H 0.260 2.241 -2.645 -0.0829 0.6805 -0.1276
O 0.071 2.612 -3.534 -1.0619 -0.1961 1.2930
H -1.173 1.569 -1.099 -0.3049 0.0854 0.0961
H -1.741 0.262 -0.727 -0.4119 -0.0782 0.1975
O -2.057 1.126 -1.033 0.5936 -0.1990 0.2444
H -0.741 -2.484 -1.136 -0.6420 0.4745 -0.0795
H -0.750 -2.460 -2.752 -0.0041 0.1323 0.3259
O -0.373 -2.840 -1.940 0.7766 -0.6999 0.2107
H -2.014 0.708 -2.753 0.0321 -0.3334 -0.7232
H -1.094 1.285 -3.829 -0.2365 -0.3570 -0.0533
O -1.694 0.508 -3.673 -0.0291 0.7171 0.4285
```
Positions in Å, forces in eV/Å.

Its relative energy (zero: lowest compared OMol25 entry of this formula, charge and spin) is 94.79 kJ/mol. As for the spin multiplicity: 1. The calculation puts the highest occupied orbital energy at -0.3913 hartree.

natural (NBO) population analysis, charges in e, atoms 1 to 2:
1. O -0.647
2. C 0.828

(3)
Formula: C6H7IS
Source: OMol25
Level of theory: wB97M-V/def2-TZVPD

The geometry in XYZ format:
```
15
Properties=species:S:1:pos:R:3:forces:R:3
C 0.643 -1.933 0.516 1.0842 -0.1833 -0.4880
C 1.837 -1.938 -0.136 -0.1069 -0.3799 -1.6387
C -0.026 -0.740 0.292 -4.8379 1.8640 2.7485
C 0.590 0.163 -0.484 -0.2748 -0.5273 -0.4537
C 0.182 1.484 -0.969 -1.6947 0.9263 -0.1183
C -1.737 -0.222 1.120 3.5988 -1.7468 -4.3068
S 1.969 -0.555 -1.207 0.6866 -0.6193 1.3265
I -3.236 -0.287 -0.446 0.5361 0.4851 0.3596
H 0.269 -2.792 0.994 -0.3905 -0.6804 0.8223
H 2.441 -2.817 -0.344 0.0722 0.3007 0.2806
H 1.107 2.048 -1.021 -0.0724 0.3919 -1.0979
H -0.450 1.290 -1.922 1.3016 1.0640 1.3056
H -0.417 2.115 -0.241 0.2990 -1.1684 -0.7433
H -1.482 0.697 1.539 -0.2108 1.5754 0.4897
H -2.150 -0.939 1.742 0.0094 -1.3019 1.5139
```
Positions in Å, forces in eV/Å.

Its relative energy (zero: lowest compared OMol25 entry of this formula, charge and spin) is 159.41 kJ/mol. As for the spin multiplicity: 1. The calculation puts the highest occupied orbital energy at -0.3235 hartree.

natural (NBO) population analysis, charges in e, atoms 1 to 2:
1. C -0.297
2. C -0.391

(4)
Formula: C2H5O2S
Source: OMol25
Level of theory: wB97M-V/def2-TZVPD

The geometry in XYZ format:
```
10
Properties=species:S:1:pos:R:3:forces:R:3
C 0.867 1.004 1.193 0.4636 0.3016 -0.3850
S -0.689 1.566 0.320 0.7240 0.2900 0.6781
H 0.985 -0.063 0.950 -0.0016 0.2817 0.3814
H 1.835 1.505 0.833 -1.5131 -0.3881 0.3523
H 0.785 1.161 2.293 0.0814 -0.2323 -0.7768
O -0.453 -2.392 -1.980 0.2257 -2.0410 -0.0685
C -0.559 -1.369 -1.360 -1.6935 2.8916 -0.5046
O -1.481 -1.039 -0.487 0.9842 -0.6538 0.0625
H 0.007 -0.496 -1.804 0.1483 -0.1016 1.0346
H -1.298 0.123 0.042 0.5809 -0.3480 -0.7739
```
Positions in Å, forces in eV/Å.

Its relative energy (zero: lowest compared OMol25 entry of this formula, charge and spin) is 66.57 kJ/mol. As for the spin multiplicity: 1. Its net charge is -1. The calculation puts the highest occupied orbital energy at -0.1452 hartree.

natural (NBO) population analysis, charges in e, atoms 1 to 2:
1. C -0.728
2. S -0.427

- Which value of relative energy (zero: lowest compared OMol25 entry of this formula, charge and spin) does entry 2 give?
  94.79 kJ/mol